*i*
{
  "formula": "CH3N3O2S",
  "method": "ωB97M-V/def2-TZVPD",
  "symbols": ["N", "C", "S", "O", "H", "O", "H", "N", "H", "N"],
  "coordinates": [[1.2399, 0.5058, -1.7620], [-0.5060, 0.1766, 1.2467], [0.2396, -0.3372, -1.0186], [-1.1331, 0.0658, -1.1781], [-2.2614, -0.6579, 1.8786], [0.4828, -1.7387, -0.6545], [0.6313, 1.6140, 0.4981], [0.4548, 0.7341, 0.7260], [2.1672, -0.0374, -1.6702], [-1.3151, -0.3251, 1.9340]],
  "lowdin_charge": [-0.206, -0.352, 0.547, -0.318, 0.119, -0.313, 0.061, 0.115, 0.070, 0.277],
  "e_lumo_ev": 0.50
}

*ii*
{
  "formula": "CH3N3O2S",
  "method": "ωB97M-V/def2-TZVPD",
  "symbols": ["H", "N", "H", "H", "N", "O", "N", "O", "C", "S"],
  "coordinates": [[2.3537, 0.1372, 0.2711], [1.7365, -0.2563, -0.3382], [0.1161, 1.6165, 0.3660], [2.1615, -1.0585, -0.6745], [-0.4497, 0.9437, 0.7620], [-2.3625, 0.9987, -0.9841], [-0.3496, -1.3361, -0.0423], [-1.6070, -1.1617, 0.2179], [0.4391, -0.4268, 0.0855], [-2.0382, 0.5434, 0.3366]],
  "lowdin_charge": [0.060, 0.153, 0.018, 0.081, -0.142, -0.443, -0.028, -0.291, -0.326, 0.917],
  "e_lumo_ev": 0.46
}

*iii*
{
  "formula": "CH3N3O2S",
  "method": "ωB97M-V/def2-TZVPD",
  "symbols": ["H", "S", "N", "O", "N", "C", "O", "N", "H", "H"],
  "coordinates": [[-0.7546, -0.1079, 0.6895], [-1.9708, 1.2263, -1.7387], [-2.1959, 3.6187, 0.6234], [-2.5718, 1.1468, -0.4773], [-1.4873, 3.8536, 1.4308], [0.0326, -0.1101, -0.1193], [-0.9595, 2.2438, -1.8427], [-0.2628, -0.2048, -1.3635], [1.0992, -0.2111, 0.0916], [0.3522, -0.2035, -2.1690]],
  "lowdin_charge": [0.102, 0.752, 0.027, -0.485, 0.035, -0.050, -0.483, -0.062, 0.081, 0.084],
  "e_lumo_ev": 0.01
}

Energies, relative to the best one, in hartree: *i* 0.0897; *ii* 0.1079; *iii* 0.0000.

*i*
{
  "formula": "H13NO5",
  "method": "ωB97M-V/def2-TZVPD",
  "symbols": ["H", "H", "H", "H", "H", "H", "O", "O", "O", "O", "H", "H", "N", "H", "H", "H", "H", "O", "H"],
  "coordinates": [[-0.6953, 3.2657, -1.8447], [-0.7298, -0.6826, -0.7607], [-0.1425, 0.4403, -5.3707], [-5.9650, -2.1837, 2.5686], [0.1814, 1.7891, -4.7794], [2.4282, -0.7623, 1.8098], [-0.0741, -0.0744, -0.3951], [-5.8446, -1.4473, 3.1710], [-0.3250, 0.9846, -4.5979], [2.7934, -0.2968, 1.0637], [2.1131, -0.0037, 0.4499], [-5.7759, -1.7550, 4.0763], [-1.0260, 2.7383, -1.0501], [4.9418, -3.1737, 2.1419], [5.7719, -2.1915, 2.9522], [-0.5080, 0.7699, -0.6496], [-1.9753, 2.4819, -1.2927], [5.7354, -3.1153, 2.6811], [-0.9036, 3.2164, -0.1737]],
  "lowdin_charge": [0.021, 0.035, 0.031, 0.029, 0.034, 0.020, -0.085, -0.059, -0.066, -0.064, 0.003, 0.029, 0.026, 0.027, 0.032, -0.011, 0.030, -0.061, 0.027],
  "smiles": "N.O.O.O.O.O",
  "e_lumo_ev": 0.55
}

*ii*
{
  "formula": "H13NO5",
  "method": "ωB97M-V/def2-TZVPD",
  "symbols": ["H", "O", "H", "H", "H", "H", "O", "H", "H", "H", "H", "O", "O", "N", "H", "H", "H", "O", "H"],
  "coordinates": [[0.6059, -0.0345, -0.2077], [-2.7914, 1.5647, -0.7377], [0.5130, -1.3959, 0.6067], [3.4478, -2.2452, 0.7362], [-3.6570, -2.0714, -0.1940], [-2.2770, -1.4937, 0.1414], [0.3950, 1.1409, 2.3074], [0.0532, 0.7125, 1.4610], [1.2017, 3.0612, -3.8199], [2.8612, -1.4331, 1.8521], [-2.0536, 2.0977, -0.5133], [-2.7609, -2.1591, -0.3417], [-0.0490, -0.6326, 0.2598], [2.6125, -2.1808, 1.2534], [2.4281, -2.9405, 1.9389], [0.1547, 2.9384, -2.7110], [1.0884, 0.4878, 2.5282], [1.1234, 3.0443, -2.8549], [-2.8960, 1.5394, -1.7049]],
  "lowdin_charge": [0.085, -0.043, 0.056, 0.004, -0.014, 0.002, -0.112, 0.004, 0.036, -0.003, 0.003, -0.027, -0.109, 0.033, 0.054, 0.041, 0.018, -0.077, 0.048],
  "smiles": "N.O.O.O.O.O",
  "e_lumo_ev": 0.25
}

Energies, relative to the best one, in hartree: *i* 0.0000; *ii* 0.0118.

*i*
{
  "formula": "C27H25Cl5InNSb2Se4",
  "method": "ωB97M-V/def2-TZVPD",
  "symbols": ["C", "Cl", "H", "H", "C", "C", "C", "H", "Se", "C", "Se", "H", "C", "H", "C", "H", "C", "C", "N", "H", "Cl", "H", "H", "Sb", "Cl", "C", "H", "C", "H", "C", "C", "H", "C", "C", "C", "H", "H", "Se", "H", "In", "C", "H", "H", "C", "C", "Cl", "H", "Cl", "C", "C", "Se", "C", "H", "Sb", "C", "C", "H", "H", "H", "H", "C", "C", "H", "H", "C"],
  "coordinates": [[3.1753, -0.5648, 1.1610], [5.2393, 2.8992, -0.7978], [-2.4097, 4.4163, 0.4802], [-0.7216, -5.1541, 0.8144], [5.0671, 0.9071, 1.0146], [-0.5002, 4.9633, 1.3371], [-0.2528, -3.1909, -1.0027], [-1.0529, -0.6448, 2.7870], [-3.5107, 2.7685, -4.1737], [0.2533, -3.0269, -5.1429], [0.3839, 2.2850, -5.6801], [-3.1557, 0.1597, 1.4325], [-1.7258, 4.0608, 1.2513], [-0.7765, 5.9753, 1.6462], [-1.0104, -1.6247, 2.3213], [-4.4945, 1.1737, 3.3375], [-3.1387, 1.2285, 1.6466], [0.1901, 1.9637, 2.6173], [0.5038, -2.2560, -1.5404], [0.6469, 2.7893, 4.5874], [5.2195, -1.0158, 2.9054], [-2.2649, 4.0608, 2.2022], [-0.7708, 1.7591, 4.5588], [-1.6074, 1.2435, -4.6257], [6.6376, 1.3940, 1.5409], [0.1374, -3.1917, -3.7437], [1.0189, 2.5497, 2.2110], [3.1583, 1.1902, -0.4239], [0.2321, 4.5932, 2.0552], [-0.2269, 2.5112, 3.9852], [-0.8009, -4.2315, -1.7874], [-1.4165, -4.9823, -1.3128], [-0.5913, -3.0390, 0.4435], [4.4362, 1.5851, -0.0237], [1.4963, -1.1923, -3.4476], [0.5617, 0.9418, 2.7353], [-3.8886, 1.6947, 1.0033], [-1.1873, 1.2382, -1.8751], [1.9584, -0.4682, -2.7874], [0.3473, -0.3008, -0.3485], [0.9105, -1.9521, -5.6606], [-1.5671, -2.6085, 4.1484], [-3.3666, 2.5224, 3.3996], [1.5555, -1.0314, -4.8014], [-1.1599, -4.0105, 2.5727], [2.4690, -1.9865, 1.8731], [-2.8161, 0.8861, 3.7704], [2.3892, 2.0775, -1.6910], [0.7309, -2.2392, -2.8905], [-0.6240, -4.2138, -3.1404], [-2.4110, -0.6794, -6.0054], [-0.6598, -1.7440, 0.9794], [-0.2691, -3.7175, -5.7932], [-1.2706, 1.9819, 0.8716], [2.4904, 0.1102, 0.1579], [-1.2785, -2.7367, 3.1112], [2.0002, -0.1379, -5.2197], [0.0002, 5.0345, 0.3697], [-0.8526, 3.4034, 3.9094], [-1.3148, -4.8845, 3.1941], [-0.8248, -4.1601, 1.2357], [-3.4645, 1.4726, 3.1172], [0.8445, -1.7264, -6.7147], [-1.1042, -4.9541, -3.7702], [4.4338, -0.1741, 1.6151]],
  "lowdin_charge": [-0.685, 0.665, 0.056, 0.102, -0.708, -0.194, -0.218, 0.069, -0.398, -0.075, -0.320, 0.036, -0.416, 0.062, -0.147, 0.060, -0.417, -0.407, 0.081, 0.058, 0.641, 0.025, 0.048, -0.280, 0.647, -0.155, 0.029, -0.698, 0.040, -0.204, -0.004, 0.103, -0.220, -0.707, -0.036, 0.017, 0.055, -0.083, 0.067, 0.414, -0.108, 0.095, 0.047, -0.094, -0.101, 0.720, 0.045, 0.695, -0.197, 0.010, -0.317, -0.200, 0.108, 1.222, -0.249, -0.096, 0.048, 0.072, 0.044, 0.092, -0.054, -0.196, 0.101, 0.118, -0.709],
  "total_charge": -2,
  "e_lumo_ev": 3.44
}

*ii*
{
  "formula": "C27H25Cl5InNSb2Se4",
  "method": "ωB97M-V/def2-TZVPD",
  "symbols": ["H", "H", "C", "C", "C", "C", "Se", "Se", "C", "Se", "C", "H", "H", "C", "H", "Cl", "Sb", "C", "C", "Cl", "C", "Cl", "C", "Sb", "C", "H", "C", "C", "C", "Cl", "C", "N", "H", "H", "H", "H", "In", "H", "Se", "H", "C", "C", "H", "C", "C", "H", "H", "H", "C", "H", "H", "C", "C", "H", "H", "C", "H", "H", "C", "Cl", "C", "H", "H", "H", "C"],
  "coordinates": [[0.9863, -2.3063, 5.7699], [0.1569, 2.8472, -1.7358], [-2.5486, -2.2666, 2.2716], [0.2549, -0.6999, -3.4890], [0.1841, -1.9486, -2.6583], [4.2987, 1.9179, 1.4307], [-2.3417, 1.0118, -0.0238], [-3.1259, 2.3655, -3.8095], [-2.0857, 0.3214, 4.0322], [-5.5475, 3.1282, -0.6005], [0.1713, -4.2528, -1.0881], [-3.0172, 0.6625, 3.5793], [0.0384, -2.9332, 0.5838], [0.2558, -4.3561, -2.4698], [-3.5032, -1.7375, 2.2616], [0.4677, 2.9919, 1.3933], [-3.3050, 3.1102, -1.4972], [0.5564, 2.9064, -5.5943], [0.3810, 4.0346, -3.4738], [5.8209, 0.0893, 0.1514], [0.4943, 1.6613, -4.9304], [3.0748, 3.8790, 2.8241], [0.4505, 0.4223, -5.6056], [-1.0622, -0.7077, 2.4573], [0.5011, 4.0677, -4.8778], [-1.8025, 2.0324, 5.3632], [1.9236, 2.1230, 1.0942], [0.3888, 1.6311, -3.5226], [0.3373, 2.8437, -2.8067], [3.2164, -0.8376, -1.2323], [3.0966, 2.5573, 1.7138], [0.2692, 0.4521, -2.8550], [0.3220, -5.3282, -2.9439], [0.3446, -3.3229, -4.3234], [0.2211, 4.9433, -2.9073], [-0.3185, 1.1560, 4.9936], [-0.0412, 0.2195, -0.5830], [-2.3285, -0.3901, 4.8254], [-1.7939, 4.8670, -0.7118], [-0.5268, -3.0013, 5.1984], [0.2642, -3.2096, -3.2498], [4.3203, 0.8680, 0.5211], [0.6149, 2.9163, -6.6772], [-1.2697, 1.4933, 4.5757], [0.4274, -1.6487, 3.7684], [-2.4288, -2.7009, 1.2786], [-2.6135, -2.9353, 4.3446], [0.4996, 0.4077, -6.6892], [-2.5380, -3.3548, 3.3400], [-1.6187, -3.9443, 3.2971], [0.1631, -5.1466, -0.4740], [0.3272, -0.7416, -4.9004], [1.8961, 1.0449, 0.2083], [1.1996, -0.8769, 3.8185], [0.8619, -2.4676, 3.1858], [3.1259, 0.4586, -0.0729], [0.2678, -1.6849, -5.4213], [-0.4711, -1.3215, 5.7221], [0.0922, -2.9959, -0.5004], [5.7608, 2.4362, 2.1937], [0.0946, -1.8320, -1.2610], [0.4985, 5.0221, -5.3892], [-1.0445, 2.2049, 3.7802], [-3.3762, -4.0473, 3.2093], [0.0818, -2.0976, 5.1877]],
  "lowdin_charge": [0.056, 0.043, -0.428, -0.206, -0.200, -0.710, -0.046, -0.234, -0.439, -0.336, -0.099, 0.051, 0.065, -0.104, 0.050, 0.668, -0.319, -0.050, -0.094, 0.634, -0.175, 0.657, 0.001, 1.306, -0.078, 0.062, -0.697, -0.228, -0.075, 0.708, -0.704, 0.090, 0.090, 0.090, 0.060, 0.054, 0.301, 0.036, -0.233, 0.038, -0.048, -0.711, 0.104, -0.199, -0.441, 0.034, 0.048, 0.113, -0.205, 0.057, 0.093, 0.000, -0.248, 0.029, 0.031, -0.679, 0.093, 0.046, -0.132, 0.639, -0.215, 0.099, 0.036, 0.059, -0.205],
  "total_charge": -2,
  "e_lumo_ev": 3.61
}

Energies, relative to the best one, in hartree: *i* 0.0596; *ii* 0.0000.